Computed, not measured: a cluster of 8 separate species, C26H58O8 in total at a distorted geometry, with ωB97M-V/def2-TZVPD.

For the HOMO-LUMO gap (alpha / beta), the calculation gives 8.1 / 1.8 eV. The LUMO energy (alpha / beta) is -3.1673 / -9.4916 eV. The spin multiplicity is 2. Its charge is +1. The highest occupied orbital energy (alpha / beta) is -11.25 / -11.25 eV. The total energy comes out at -44267.3254 eV.

Structure (XYZ):
```
92
Properties=species:S:1:pos:R:3:forces:R:3
C 2.344 -0.450 3.874 0.06 -0.87 -1.88
H -4.495 -0.493 0.516 0.13 -0.23 -0.07
H 0.379 2.746 3.078 -0.43 -0.01 -0.92
H 3.614 -0.284 -1.275 -0.22 -0.14 -0.04
H 0.849 1.327 -0.277 0.08 -0.11 0.00
H -1.471 2.752 2.614 0.65 -0.66 -0.31
C -4.908 -0.487 -0.493 1.84 2.00 -0.31
H -6.662 -0.644 0.543 -0.94 -0.26 -0.24
H 6.964 -0.251 1.014 0.05 0.49 0.13
C -2.418 1.617 -5.983 -0.44 0.09 0.90
H -1.570 -5.894 1.074 0.10 -0.29 0.57
C 0.596 0.266 -0.270 0.22 -0.81 -1.67
C 2.209 1.257 -3.710 -2.17 0.49 0.21
O 2.575 3.022 -5.175 0.21 1.83 -0.35
O -6.741 -1.573 -1.334 -1.51 0.27 -0.29
C 3.565 -0.286 4.723 -0.11 1.83 1.50
C -1.277 -0.353 1.051 -1.15 0.20 -0.18
H -3.554 -4.729 -1.613 0.65 -0.24 -0.60
C -2.089 1.204 -4.566 0.32 -0.38 0.17
H 0.610 0.356 1.858 -0.13 -0.05 0.14
H 1.432 0.559 -3.398 0.09 -0.43 0.29
H 1.185 1.649 -5.594 -0.55 -0.22 0.08
H -2.504 4.530 5.475 -0.15 0.09 0.38
H 0.032 1.683 5.085 0.00 0.26 0.71
H -1.483 5.033 3.387 0.05 -0.33 -0.12
C -5.679 -1.911 -2.217 0.04 0.12 0.48
H -0.698 0.581 -2.023 -0.53 0.13 0.25
C 4.676 -0.051 -1.212 -2.33 -1.20 0.39
H 3.795 -2.313 5.141 0.08 -0.58 -0.07
C 6.712 -0.174 -0.044 -0.97 -0.15 -0.38
H -1.589 -1.394 1.133 -0.29 -0.13 -0.31
H -3.858 2.764 -5.357 -0.14 0.02 0.01
H 3.313 -0.066 5.760 0.07 -0.03 0.14
H 2.053 0.494 3.414 -0.17 -0.02 -0.04
H 4.757 2.100 -1.235 -0.20 0.07 0.00
H -0.628 -1.076 -1.394 -0.33 -0.26 -0.11
H 0.674 2.754 -4.314 0.37 0.32 0.09
C -0.878 2.012 4.582 -1.50 -1.45 -2.37
H -3.061 0.867 -6.445 0.29 -0.07 -0.47
H -1.460 1.759 -6.482 -0.38 0.09 -0.50
C 4.920 1.258 -0.562 1.94 0.79 -1.47
C -3.154 -5.305 -0.779 -0.98 -0.10 0.26
O -1.692 0.252 -0.180 -0.80 -0.14 0.12
C 2.903 -1.474 2.752 -1.07 0.31 1.29
H -4.086 -5.450 -0.234 0.09 -0.08 0.62
H 0.581 -1.283 1.235 0.31 0.09 -0.05
H -2.534 -3.464 -0.054 0.22 0.14 1.13
C -0.662 -0.023 -1.116 1.10 0.40 0.88
H 0.094 4.754 4.169 -0.08 0.23 -0.29
C 0.204 -0.274 1.066 1.26 -0.21 1.13
C -2.170 -4.489 0.022 0.61 -0.54 -0.73
H 2.417 -2.450 2.755 -0.79 0.14 0.09
H -1.356 0.399 -4.526 0.34 0.08 -0.16
H -4.384 -2.475 -0.665 0.40 -0.38 -0.35
H -1.691 2.111 -4.112 0.03 -0.23 0.49
H 7.582 -0.492 -0.618 -0.10 0.04 -0.08
C -1.548 4.022 5.349 -1.17 0.99 -2.08
O 4.213 -1.754 3.172 0.66 -0.09 -1.39
H -1.379 1.128 4.189 -0.03 -0.58 0.78
C -0.877 4.315 3.939 0.57 -0.55 1.80
C -6.390 -0.459 -0.496 0.10 -0.94 0.27
H -2.924 0.785 -4.003 -0.35 0.44 0.02
C -0.670 2.884 3.341 -0.14 1.72 1.77
O -1.921 -5.036 1.321 -0.70 0.58 -0.04
H -1.724 0.156 1.905 -0.38 0.32 -0.19
H 5.351 -1.486 4.780 -0.13 -0.12 0.29
H -1.172 -4.523 -0.415 -0.07 0.40 -0.81
H 2.426 1.890 -2.850 0.55 -0.28 0.09
H 5.054 -0.092 -2.234 0.19 0.30 0.14
C 1.526 2.214 -4.726 1.63 -2.11 -0.33
H -5.639 -1.336 -3.142 -0.38 0.37 -0.09
O 6.360 1.163 -0.489 0.33 0.04 1.50
H 2.770 -1.051 1.757 0.84 0.01 -0.07
H -3.583 -1.431 -1.919 0.15 -0.24 0.18
C 4.286 -1.539 4.552 1.02 -1.03 0.20
O -1.835 2.648 5.456 2.05 0.50 -0.07
H -4.504 0.408 -0.967 0.02 0.31 0.15
H 3.062 0.692 -4.086 -0.04 0.38 -0.10
H -2.804 -6.308 -1.024 0.11 0.17 -0.41
H 1.387 -0.362 -0.680 0.48 0.57 -0.06
H -0.911 4.351 6.170 0.22 -0.31 0.64
H 4.424 1.505 0.378 0.02 -0.53 0.36
H 4.253 0.491 4.392 -0.41 0.37 -0.26
O -3.102 2.872 -5.938 0.32 -0.08 -0.43
H 1.489 -0.913 4.367 0.06 0.13 0.26
H 4.953 -1.296 0.628 -0.26 -0.03 -0.26
H 3.026 2.592 -5.904 -0.09 0.00 0.04
H -5.727 -2.964 -2.493 -0.42 0.02 0.09
C 5.419 -1.036 -0.323 1.68 0.57 -0.67
C -4.492 -1.639 -1.355 0.97 -0.79 0.58
H 5.687 -1.909 -0.917 -0.14 -0.27 0.41
H -6.768 0.519 -0.794 -0.42 -0.23 -0.41
```
Positions in Å, forces in eV/Å.

Here are the Mulliken charges for atoms 1 to 6, given in e: atom 1 (C): 0.1487, atom 2 (H): 0.1215, atom 3 (H): 0.2908, atom 4 (H): -0.1005, atom 5 (H): 0.2458, atom 6 (H): 0.2813